Formula: C5H9N
Source: OMol25
Level of theory: ωB97M-V/def2-TZVPD

The geometry in ORCA input format:
```
! RIJCOSX wB97M-V def2-TZVPD def2/J DEFGRID3
* xyz -1 2
C -0.3407 0.8618 2.5949
C -0.7194 0.3582 1.3350
N -0.3779 1.0430 0.0949
C -0.6241 0.2129 -1.1080
C 1.1349 -1.5256 -1.5321
C 0.6625 -0.2961 -1.6699
H 0.6912 1.0563 2.8827
H -0.9931 0.6523 3.4362
H -1.6716 -0.1687 1.3157
H 0.6203 1.2280 0.1526
H -1.2367 -0.6308 -0.7787
H -1.1591 0.8237 -1.8406
H 2.1472 -1.8099 -1.7870
H 0.5530 -2.2772 -1.0166
H 1.3135 0.4719 -2.0789
*
```

Values from the calculation:
LUMO (alpha / beta) (eV): 4.3 / 4.0
Expectation value of S²: 0.753
Total energy (eV): -6817.2795
Kohn-Sham gap (alpha / beta) (eV): 3.19 / 6.38
ΔE to the lowest compared entry with this formula, charge and spin (kcal/mol): 33.5